Entry 1:
{
  "formula": "C24H23F6N8O9RuS5",
  "method": "ωB97M-V with the def2-TZVPD basis set",
  "symbols": ["Ru", "N", "C", "N", "C", "C", "S", "C", "C", "S", "C", "N", "N", "H", "H", "H", "H", "H", "H", "C", "C", "C", "C", "C", "C", "C", "S", "O", "O", "N", "C", "C", "O", "O", "H", "H", "H", "H", "H", "H", "H", "H", "H", "O", "H", "H", "F", "C", "F", "F", "S", "O", "O", "N", "S", "O", "O", "C", "F", "F", "F", "N", "C", "N", "C", "C", "C", "C", "C", "C", "H", "H", "H", "H", "H", "H"],
  "positions_angstrom": [[0.1171, -0.6161, 0.4938], [1.9377, 0.3894, 3.2016], [2.1226, -0.8729, 2.7952], [1.4365, -1.4316, 1.8225], [1.7851, -2.7615, 1.6273], [2.7275, -3.2248, 2.4666], [3.2204, -1.9717, 3.5534], [1.1352, -3.3947, 0.4864], [1.1744, -4.6713, 0.0631], [0.3088, -4.8223, -1.4225], [-0.0819, -3.1389, -1.3710], [0.3895, -2.5336, -0.3115], [-0.8372, -2.5339, -2.3231], [1.2604, 0.9530, 2.6889], [2.6429, 0.8515, 3.7464], [3.2003, -4.1910, 2.4791], [1.6730, -5.5139, 0.5091], [-1.0208, -3.0714, -3.1560], [-0.5977, -1.5736, -2.5520], [4.2744, 1.8400, -6.2665], [4.0061, 1.3384, -4.8758], [4.4597, 2.0466, -3.7655], [4.1847, 1.6094, -2.4797], [3.4436, 0.4496, -2.3061], [2.9867, -0.2749, -3.3970], [3.2733, 0.1717, -4.6730], [3.0589, -0.1197, -0.6856], [3.9124, 0.5788, 0.2430], [3.0638, -1.5595, -0.6913], [1.5136, 0.3505, -0.4607], [1.2698, 1.7945, -0.4651], [0.5708, 2.1865, 0.8386], [0.6257, 3.3056, 1.2872], [-0.0815, 1.1899, 1.4146], [5.2321, 2.3573, -6.3221], [3.4979, 2.5442, -6.5725], [4.2801, 1.0229, -6.9869], [5.0379, 2.9514, -3.9092], [4.5497, 2.1473, -1.6151], [2.4092, -1.1754, -3.2419], [2.9091, -0.3849, -5.5277], [0.6199, 2.0691, -1.3025], [2.1875, 2.3756, -0.5457], [-1.4552, 0.1672, -0.7006], [-1.4103, 0.5400, -1.6283], [-1.8323, 0.9001, -0.1862], [-0.5126, 3.2179, -4.9881], [0.1948, 2.1152, -4.7930], [0.8850, 1.8395, -5.9019], [1.0563, 2.3245, -3.7965], [-0.9074, 0.6899, -4.3958], [0.0072, -0.3607, -4.0264], [-1.7708, 0.5192, -5.5197], [-1.6028, 1.1085, -3.0400], [-3.0360, 1.7988, -2.8679], [-3.1863, 2.0163, -1.4596], [-3.3306, 2.8182, -3.8178], [-4.2361, 0.4245, -3.2232], [-3.7449, -0.7471, -2.7835], [-5.3709, 0.6707, -2.5712], [-4.4997, 0.3135, -4.5149], [-3.4545, -2.5838, 1.7132], [-2.5162, -2.0868, 0.8799], [-1.5497, -1.4848, 1.5272], [-1.8710, -1.5752, 2.8788], [-1.2175, -1.0790, 4.0046], [-1.7952, -1.3275, 5.2316], [-2.9977, -2.0435, 5.3498], [-3.6625, -2.5248, 4.2416], [-3.0737, -2.2729, 3.0069], [-4.2950, -3.0532, 1.4257], [-2.5749, -2.1653, -0.1950], [-0.3091, -0.5004, 3.9170], [-1.3183, -0.9523, 6.1269], [-3.4168, -2.2114, 6.3327], [-4.5958, -3.0644, 4.3300]],
  "max_force_ev_per_a": 1.1,
  "e_homo_ev": [-8.50, -8.65],
  "multiplicity": 2,
  "total_charge": 0,
  "homo_lumo_gap_ev": [8.47, 7.63],
  "de_lowest_kj_mol": 0.0
}


Entry 2:
{
  "formula": "C17H28F12Li2N2O15S7",
  "method": "ωB97M-V with the def2-TZVPD basis set",
  "symbols": ["Li", "Li", "N", "S", "O", "O", "F", "S", "O", "O", "F", "N", "S", "O", "O", "F", "S", "O", "O", "F", "C", "C", "C", "S", "O", "O", "C", "H", "H", "H", "H", "H", "H", "H", "H", "C", "C", "C", "S", "O", "O", "C", "H", "H", "H", "H", "H", "H", "H", "H", "C", "C", "C", "S", "O", "O", "C", "H", "H", "H", "H", "H", "H", "H", "H", "C", "C", "C", "F", "F", "F", "F", "O", "C", "C", "F", "F", "F", "F", "H", "H", "H", "H"],
  "positions_angstrom": [[8.9913, 11.8578, 4.2348], [12.6081, 12.5708, 2.3777], [10.0998, 10.5646, 0.6298], [10.8397, 9.4074, -0.3927], [11.9343, 9.8060, -1.2401], [10.0772, 8.2048, -0.8201], [11.6832, 8.8578, 0.7650], [9.1716, 10.8527, -0.5895], [7.9237, 10.0469, -0.6439], [9.7921, 11.4821, -1.8355], [8.3792, 12.0586, 0.1640], [11.6689, 13.7698, 5.5052], [11.6178, 15.4268, 6.0118], [12.8411, 16.2458, 5.8301], [10.8631, 15.7296, 7.2070], [10.5475, 15.9520, 4.8871], [12.3264, 13.2731, 6.8085], [11.5842, 12.9505, 8.0274], [13.6870, 13.8215, 6.8862], [12.7030, 11.7580, 6.2207], [2.5798, 12.3346, 9.4487], [3.6044, 13.2835, 10.2070], [4.8631, 13.5184, 9.2796], [4.1308, 13.7772, 7.5863], [5.0969, 13.3169, 6.5846], [3.5283, 15.1875, 7.5188], [2.7766, 12.4995, 7.8551], [1.5419, 12.5690, 9.6853], [2.7711, 11.3052, 9.7517], [4.0004, 12.8376, 11.1194], [3.1903, 14.2499, 10.4948], [5.2318, 12.5000, 9.1575], [5.6334, 14.2653, 9.4718], [2.9804, 11.6853, 7.1597], [1.8741, 12.9340, 7.4251], [17.3518, 18.1175, 10.0577], [17.3003, 19.2621, 11.1156], [18.7223, 19.3407, 11.6939], [19.7807, 19.1386, 10.1603], [20.8398, 18.1251, 10.4220], [20.0886, 20.4965, 9.5942], [18.5544, 18.2518, 9.1491], [16.5336, 18.0961, 9.3378], [17.4010, 17.1602, 10.5767], [16.6430, 18.9347, 11.9212], [16.9366, 20.1751, 10.6441], [18.8959, 18.5200, 12.3899], [18.9353, 20.1823, 12.3531], [18.9564, 17.2577, 8.9539], [18.5872, 18.8638, 8.2477], [14.4873, 19.1567, -1.2034], [13.4098, 18.6183, -2.0967], [13.7514, 17.2850, -2.8074], [14.6463, 16.3993, -1.4555], [15.7701, 15.5964, -2.0028], [13.7884, 15.8580, -0.4646], [15.3440, 17.8928, -0.7146], [13.9757, 19.8544, -0.5404], [15.1739, 19.7961, -1.7581], [13.2809, 19.4217, -2.8219], [12.3825, 18.5386, -1.7411], [14.5008, 17.3300, -3.5977], [13.0391, 16.4808, -2.9916], [16.3998, 18.0031, -0.9619], [15.4175, 17.6641, 0.3486], [18.7617, 8.8643, 9.8197], [18.1201, 7.5760, 10.4649], [19.1288, 6.4815, 10.3364], [18.8067, 5.3382, 10.9668], [19.4471, 6.1754, 9.0543], [17.9139, 7.7703, 11.7806], [17.0169, 7.3341, 9.7492], [19.8842, 9.4564, 10.4435], [20.7595, 10.3426, 9.7678], [22.1151, 10.5029, 10.6235], [23.0751, 11.1828, 9.8974], [21.8327, 11.1817, 11.7728], [21.1174, 9.7014, 8.6791], [20.2067, 11.4553, 9.3187], [18.0865, 9.7132, 9.9269], [18.8489, 8.8377, 8.7335], [20.0075, 6.7812, 10.9074], [22.5211, 9.5505, 10.9644]],
  "max_force_ev_per_a": 9.9,
  "e_homo_ev": -10.00,
  "multiplicity": 1,
  "total_charge": 0,
  "homo_lumo_gap_ev": 6.44,
  "de_lowest_kj_mol": 297.3
}


Entry 3:
{
  "formula": "C4H4Cl2O4S",
  "method": "ωB97M-V with the def2-TZVPD basis set",
  "symbols": ["C", "C", "C", "C", "O", "O", "O", "O", "S", "Cl", "Cl", "H", "H", "H", "H"],
  "positions_angstrom": [[-2.0069, -0.0601, -0.2645], [-0.4777, -0.0470, -0.0467], [0.0251, 0.8765, 0.9668], [0.2724, -1.2380, -0.4633], [-2.5583, -0.3734, 0.7685], [-0.7895, -0.7729, -3.1903], [-2.4935, 0.1818, -1.3976], [-0.2390, 1.2658, -2.0051], [-1.2222, 0.5630, -2.8690], [1.6270, 0.4949, 1.6436], [0.2004, -2.3378, 0.9696], [-0.6881, 0.9197, 1.7993], [0.0789, 1.8819, 0.5293], [1.3247, -0.9971, -0.6382], [-0.1624, -1.7495, -1.3237]],
  "max_force_ev_per_a": 0.9,
  "e_homo_ev": -10.60,
  "multiplicity": 1,
  "total_charge": 0,
  "homo_lumo_gap_ev": 7.98,
  "de_lowest_kj_mol": 85.3
}


Entry 4:
{
  "formula": "C6H15F4N3O10S4Sn",
  "method": "ωB97M-V with the def2-TZVPD basis set",
  "symbols": ["Sn", "N", "S", "O", "O", "F", "S", "O", "O", "F", "N", "S", "O", "O", "F", "S", "O", "O", "F", "C", "O", "C", "C", "N", "C", "C", "O", "C", "H", "H", "H", "H", "H", "H", "H", "H", "H", "H", "H", "H", "H", "H", "H"],
  "positions_angstrom": [[-0.8824, -1.8590, -0.4819], [-0.1108, -3.3143, -2.9682], [0.8692, -2.8433, -3.9981], [0.2824, -2.2193, -5.1436], [2.0632, -3.6515, -4.1690], [1.4221, -1.6623, -3.0437], [-0.6617, -4.6283, -3.8334], [0.2646, -5.7424, -4.1354], [-1.7393, -4.4971, -4.8469], [-1.4511, -5.1541, -2.5451], [-1.1272, -1.6692, 2.4467], [-2.1996, -1.1874, 3.7542], [-2.7959, 0.1256, 3.5931], [-2.1301, -1.7519, 5.1497], [-3.4411, -2.0909, 3.2824], [0.0459, -1.5706, 3.3801], [0.4153, -2.7391, 4.2238], [0.4572, -0.2150, 3.7893], [1.0965, -1.7900, 2.0988], [-3.4509, 1.2537, -0.6446], [-2.2562, 0.6525, -0.2003], [-1.6449, 1.5756, 0.7584], [-0.1310, 1.3726, 0.8768], [0.5074, 1.2375, -0.4247], [1.9705, 1.2216, -0.3431], [2.5635, 2.5293, -0.7973], [2.4111, 3.7502, -0.0095], [3.2390, 3.7231, 1.1814], [-3.8271, 0.9864, -1.6321], [-3.3739, 2.3409, -0.6356], [-4.2804, 1.1152, 0.0487], [-2.0776, 1.3988, 1.7430], [-1.6957, 2.6145, 0.4326], [0.1818, 0.4341, 1.3345], [0.2048, 2.1883, 1.5171], [0.4670, 2.1024, -0.9447], [2.3856, 0.4961, -1.0428], [2.3852, 1.0420, 0.6488], [1.9833, 2.7039, -1.7034], [3.6159, 2.5740, -1.0777], [4.2532, 3.6122, 0.7975], [3.1030, 2.8729, 1.8498], [3.0893, 4.6620, 1.7144]],
  "max_force_ev_per_a": 10.9,
  "e_homo_ev": -10.81,
  "multiplicity": 1,
  "total_charge": 0,
  "homo_lumo_gap_ev": 6.14,
  "de_lowest_kj_mol": 658.0
}


no.,E (eV)
1,-128676.3526
2,-160630.7858
3,-48280.5543
4,-91442.6350